1.
DFT (wB97M-V/def2-TZVPD) results for a molecular structure, C29H38AsMnN6O6 in a non-equilibrium geometry.

Calculated values
Net charge: -1
⟨S²⟩: 8.7561
HOMO level (alpha / beta), eV: -4.41 / -5.46
Spin multiplicity: 6

Each line ends with the Mulliken spin population.
CARTESIAN COORDINATES (ANGSTROEM)
Mn: 1.46723 0.21396 0.39623  4.733
N: -0.59784 -1.05333 0.61926  0.080
C: -1.40547 -0.44508 1.67989  -0.018
C: -0.94030 0.97016 2.05603  0.022
O: -1.55049 1.54216 2.97608  0.014
N: 0.06776 1.40457 1.33199  -0.023
C: 0.54126 2.75886 1.52222  0.017
C: 1.74352 3.06756 0.60421  0.009
O: 2.26347 4.17335 0.70208  0.006
O: 2.13182 2.13179 -0.18194  0.050
H: -0.83487 -0.65819 -0.29176  -0.025
H: -0.73634 -2.05593 0.56425  0.003
H: -1.33127 -1.07232 2.56996  0.001
H: -2.47131 -0.37118 1.43053  -0.002
H: 0.86139 2.94783 2.55705  -0.005
H: -0.24483 3.49410 1.31630  0.001
O: 2.73783 -1.26137 -0.21296  0.012
N: 3.08509 -1.31539 -1.44932  -0.016
N: 2.19608 -0.83932 -2.23866  0.017
O: 1.05751 -0.35491 -1.83421  0.056
C: 2.48725 -0.83765 -3.63538  -0.002
C: 1.59343 -0.19309 -4.47703  0.009
C: 1.83403 -0.18710 -5.84244  -0.003
C: 2.95701 -0.81705 -6.35943  0.005
C: 3.84721 -1.44908 -5.49770  -0.002
C: 3.62103 -1.46379 -4.13386  0.003
H: 0.74310 0.30751 -4.03576  -0.002
H: 1.14233 0.32082 -6.50177  0.000
H: 3.14299 -0.81254 -7.42448  0.000
H: 4.72978 -1.93548 -5.89211  0.000
H: 4.30602 -1.95058 -3.45535  0.000
C: -0.94307 -0.28436 5.29698  0.000
C: 0.01365 0.86981 5.54063  -0.003
N: 1.12967 0.50524 6.41051  0.000
C: 0.81964 0.21070 7.80349  0.000
C: 0.96864 -1.26439 8.14559  0.000
C: 2.44038 0.57940 6.09038  -0.001
O: 3.31870 0.42909 6.93371  0.000
C: 2.84281 0.87078 4.67612  -0.007
C: 3.83064 1.83844 4.48569  0.005
C: 4.29135 2.09008 3.21051  -0.005
C: 3.77310 1.34470 2.16120  0.018
N: 2.84426 0.39893 2.33173  0.045
C: 2.39062 0.17710 3.56744  -0.007
H: -1.78036 0.05976 4.69305  0.000
H: -1.34425 -0.66796 6.23663  0.000
H: -0.44876 -1.10857 4.78070  0.000
H: -0.52999 1.68792 6.02751  0.000
H: 0.38314 1.28122 4.60346  0.003
H: -0.20300 0.54953 7.98112  0.000
H: 1.48977 0.79770 8.43586  0.000
H: 0.30538 -1.88083 7.54004  0.000
H: 0.73137 -1.43275 9.19629  0.000
H: 1.99604 -1.58106 7.97121  0.000
H: 4.20838 2.37972 5.34208  0.000
H: 5.02615 2.85528 3.01249  0.000
H: 4.09099 1.52132 1.14183  0.006
H: 1.63561 -0.59467 3.66167  0.002
C: -3.96627 -0.13668 -2.06549  0.000
As: -2.09059 0.07143 -2.61900  0.004
C: -1.76434 -1.82353 -2.99845  -0.001
C: -2.39917 0.70174 -4.48927  0.000
C: -3.39468 -0.06028 -5.29194  0.000
C: -3.01176 -1.17670 -6.03343  0.000
C: -3.94021 -1.90525 -6.75941  0.000
C: -5.27614 -1.53145 -6.76111  0.000
C: -5.67128 -0.42032 -6.03101  0.000
C: -4.73988 0.30524 -5.30537  0.000
H: -4.54027 -0.73617 -2.77070  0.000
H: -4.43210 0.84175 -1.95601  0.000
H: -3.97408 -0.62333 -1.08999  0.000
H: -2.55243 -2.25683 -3.61493  0.000
H: -1.71802 -2.35314 -2.04683  0.000
H: -0.79699 -1.93163 -3.48581  0.000
H: -1.41664 0.67400 -4.96500  0.000
H: -2.68573 1.75063 -4.39162  0.000
H: -1.96921 -1.47194 -6.04142  0.000
H: -3.61770 -2.76786 -7.32770  0.000
H: -6.00165 -2.09816 -7.32939  0.000
H: -6.70957 -0.11537 -6.02704  0.000
H: -5.05655 1.17242 -4.73895  0.000

***

2.
DFT (wB97M-V/def2-TZVPD) results for 7 unconnected molecules or ions with the total composition C18H49NO7 in a non-equilibrium geometry.

Calculated values
HOMO level, eV: -8.03
Spin multiplicity: 1

Each line ends with the Löwdin charge.
CARTESIAN COORDINATES (ANGSTROEM)
C: -26.37313 10.36406 -8.80582  -0.044
C: -26.32448 11.88390 -8.58892  -0.532
C: -24.87962 12.21922 -8.95642  -0.058
C: -27.13364 12.62854 -9.60039  -0.177
C: -28.62253 12.50543 -9.45020  -0.150
C: -28.95138 12.90895 -7.97197  -0.111
C: -28.10965 12.38380 -6.79575  -0.483
C: -28.19339 13.32103 -5.65233  -0.084
C: -28.71429 11.08407 -6.15070  -0.030
N: -26.64980 12.21308 -7.19410  -0.090
O: -25.79847 11.60303 -6.25981  -0.006
H: -25.97122 10.14353 -9.79473  0.079
H: -25.71481 9.88044 -8.08416  0.082
H: -27.33022 9.84290 -8.82714  0.071
H: -24.79888 13.28392 -8.73734  0.085
H: -24.11398 11.75103 -8.33780  0.078
H: -24.50465 11.97872 -9.95125  0.092
H: -26.70714 13.62064 -9.74860  0.124
H: -27.04276 12.14047 -10.57077  0.122
H: -29.16227 13.11998 -10.17069  0.115
H: -28.89867 11.45268 -9.50986  0.108
H: -29.93665 12.49255 -7.76239  0.108
H: -28.90874 13.98894 -7.83085  0.115
H: -29.23375 13.59924 -5.48392  0.094
H: -27.55562 14.20053 -5.74066  0.090
H: -27.92012 12.95289 -4.66343  0.078
H: -28.50226 10.23835 -6.80487  0.070
H: -29.80417 11.09982 -6.15565  0.076
H: -28.37457 10.94883 -5.12386  0.076
H: -25.04651 12.17897 -6.10339  0.101
C: -17.20919 8.21696 -3.80202  -0.062
C: -18.64924 8.55791 -3.73184  -0.492
C: -19.26385 8.57081 -5.12505  -0.081
O: -19.29998 7.59934 -2.90087  -0.056
H: -17.03223 7.85191 -4.81372  0.075
H: -17.09054 7.24998 -3.31317  0.080
H: -16.51065 8.97468 -3.44707  0.086
H: -18.81795 9.54514 -3.30169  0.139
H: -19.51381 7.68887 -5.71479  0.080
H: -18.75351 9.18566 -5.86643  0.076
H: -20.24807 9.03855 -5.10030  0.071
H: -19.15498 6.71494 -3.24496  0.084
C: -10.55651 15.73598 -12.65621  -0.047
C: -11.89697 15.75332 -13.46503  -0.498
C: -11.86644 16.68800 -14.67361  -0.076
O: -12.28152 14.47646 -13.93693  -0.038
H: -9.78958 15.30122 -13.29723  0.078
H: -10.74802 15.17134 -11.74374  0.072
H: -10.15493 16.70316 -12.35387  0.076
H: -12.68196 16.26420 -12.90746  0.122
H: -11.16608 16.27661 -15.40049  0.074
H: -11.61758 17.74776 -14.61819  0.080
H: -12.83949 16.54419 -15.14328  0.076
H: -11.67291 13.83564 -13.56204  0.082
C: -19.00790 11.85661 -13.85996  -0.073
C: -17.68062 11.78292 -13.19777  -0.490
C: -17.73106 10.56282 -12.14483  -0.037
O: -16.62255 11.60892 -14.08714  -0.053
H: -19.28730 11.00062 -14.47420  0.094
H: -19.20700 12.79194 -14.38304  0.078
H: -19.64788 11.95052 -12.98263  0.074
H: -17.39091 12.69540 -12.67666  0.132
H: -17.23291 9.67862 -12.54249  0.070
H: -18.77094 10.33152 -11.91404  0.056
H: -17.30861 10.81478 -11.17213  0.061
H: -15.91186 12.25282 -14.04337  0.090
O: -18.74311 16.80036 -16.99683  -0.053
H: -18.19387 17.56319 -17.17756  0.027
H: -19.09673 16.96110 -16.12199  0.026
O: -17.06256 4.44585 -14.27377  -0.054
H: -16.11082 4.43035 -14.17285  0.027
H: -17.38584 4.80261 -13.44646  0.027
O: -15.97264 10.49087 -18.70986  -0.054
H: -15.65606 10.57042 -17.81003  0.026
H: -16.33976 9.60817 -18.75796  0.027

***

3.
DFT (wB97M-V/def2-TZVPD) results for a gas-phase ion, C7H8NO3S3 (charge -1) in a non-equilibrium geometry.

Calculated values
Net charge: -1
HOMO level, eV: -4.03
Spin multiplicity: 1

Each line ends with the Löwdin charge.
CARTESIAN COORDINATES (ANGSTROEM)
C: 0.35406 2.93926 -1.11205  -0.642
C: -1.54794 1.29771 -1.60603  -0.947
C: 0.88018 -1.26750 0.74249  -0.543
C: 2.13658 1.79969 -0.24631  -0.399
C: 0.48166 -2.68000 0.21024  -0.001
C: 0.85348 1.10997 0.32056  -0.235
C: -0.29757 2.01369 -0.13126  -0.658
N: 0.79547 -0.26010 -0.05697  0.090
O: 1.76049 2.92523 -0.89940  0.004
O: 1.20122 -1.18563 1.93926  -0.005
O: 3.28566 1.48326 -0.11606  0.131
S: -0.21478 2.15888 -2.65615  0.799
S: -1.69925 -0.39548 -1.84093  0.379
S: -1.09672 2.85048 1.28032  0.742
H: 0.00827 4.00177 -1.28188  0.119
H: -2.38227 1.92942 -1.39569  -0.001
H: 0.50584 -3.26653 1.17005  0.089
H: -0.50418 -2.57810 -0.11766  0.012
H: 1.08668 -3.07221 -0.64463  0.089
H: 0.87796 1.16852 1.39522  0.121
H: 0.18243 -0.36462 -0.85597  -0.006
H: -1.52533 1.71813 1.83213  -0.136

***

What relative energy (zero: lowest compared OMol25 entry of this formula, charge and spin) values result from the calculations? In sequence: 32.1 199.1 0.0 kJ/mol.